1.
Below is a cluster of 6 separate species, C38H84N4O6 in total at a distorted geometry, with properties calculated with ωB97M-V/def2-TZVPD.

Output
- ΔE to the lowest compared entry with this formula, charge and spin: 243.0 kJ/mol
- SMILES: CC1(C)CCCC(C)(C)N1O.CC1(C)CCCC(C)(C)N1O.CC1(C)CCCC(C)(C)N1O.CC1(C)CCCC(C)(C)N1O.CO.CO
- Total charge: 0
- HOMO energy: -7.836 eV
- LUMO: 0.015 Ha
- 2S+1: 1

Each line ends with the Mulliken charge.
Positions of all 132 atoms, in Å:
C1 -1.695 4.389 -1.244  -2.13
C2 -0.956 4.992 -2.426  1.54
C3 -1.831 4.718 -3.650  -1.88
C4 -0.842 6.478 -2.022  -1.03
C5 0.151 7.215 -2.848  -0.96
C6 1.566 6.614 -2.828  -0.91
C7 1.482 5.138 -3.291  1.68
C8 1.344 5.063 -4.791  -1.86
C9 2.827 4.573 -2.954  -2.22
N1 0.406 4.415 -2.522  0.90
O1 0.332 3.023 -2.816  -0.57
H1 -1.025 4.507 -0.392  0.26
H2 -2.740 4.688 -1.163  0.68
H3 -1.686 3.308 -1.387  0.25
H4 -1.763 5.418 -4.483  0.35
H5 -1.702 3.722 -4.074  0.32
H6 -2.880 4.752 -3.355  0.50
H7 -1.791 6.981 -2.210  0.38
H8 -0.657 6.687 -0.968  0.42
H9 -0.263 7.448 -3.829  0.36
H10 0.105 8.229 -2.451  0.45
H11 1.955 6.833 -1.833  0.34
H12 2.067 7.189 -3.606  0.44
H13 1.243 4.035 -5.139  0.28
H14 2.241 5.487 -5.243  0.51
H15 0.483 5.624 -5.153  0.34
H16 2.914 3.552 -3.326  0.40
H17 2.923 4.409 -1.881  0.29
H18 3.625 5.247 -3.265  0.49
H19 0.965 2.677 -2.182  0.12
C10 3.471 -1.307 1.033  -1.30
C11 4.184 -1.724 -0.299  1.35
C12 5.684 -2.088 0.069  -1.80
C13 3.419 -3.052 -0.795  -0.70
C14 3.895 -3.518 -2.124  -1.10
C15 3.709 -2.316 -3.115  -1.57
C16 4.360 -0.991 -2.794  1.75
C17 5.896 -1.030 -2.995  -1.83
C18 3.632 0.009 -3.748  -1.97
N2 4.012 -0.686 -1.421  1.14
O2 4.289 0.634 -1.067  -0.59
H20 3.732 -1.946 1.876  0.50
H21 3.772 -0.327 1.403  0.48
H22 2.389 -1.182 1.045  -0.30
H23 6.186 -1.121 0.094  0.42
H24 5.852 -2.587 1.023  0.45
H25 6.286 -2.639 -0.653  0.25
H26 3.588 -3.851 -0.073  0.20
H27 2.342 -2.885 -0.815  0.31
H28 4.939 -3.816 -2.036  0.35
H29 3.320 -4.425 -2.308  0.44
H30 2.644 -2.179 -3.304  0.53
H31 4.076 -2.713 -4.061  0.50
H32 6.395 -0.179 -2.532  0.36
H33 6.196 -1.067 -4.042  0.45
H34 6.420 -1.891 -2.580  0.32
H35 2.686 0.311 -3.297  0.29
H36 3.398 -0.401 -4.730  0.40
H37 4.221 0.919 -3.864  0.47
H38 3.372 0.912 -1.006  0.15
C19 -6.052 -2.142 2.557  -1.98
C20 -5.825 -1.221 1.338  1.48
C21 -6.282 -1.847 0.070  -1.63
C22 -6.756 0.059 1.685  -1.27
C23 -6.489 1.301 0.901  -0.66
C24 -5.041 1.621 1.217  -1.32
C25 -3.970 0.546 0.859  1.95
C26 -3.840 0.396 -0.734  -1.61
C27 -2.689 1.063 1.505  -1.45
N3 -4.389 -0.816 1.341  0.26
O3 -3.486 -1.816 1.261  -0.28
H39 -7.077 -2.441 2.777  0.39
H40 -5.602 -3.129 2.451  0.32
H41 -5.638 -1.660 3.443  0.42
H42 -7.306 -1.566 -0.176  0.33
H43 -5.777 -1.360 -0.763  0.39
H44 -6.076 -2.917 0.040  0.34
H45 -7.830 -0.085 1.568  0.52
H46 -6.524 0.363 2.706  0.38
H47 -6.631 1.037 -0.147  0.29
H48 -7.116 2.153 1.166  0.42
H49 -4.979 1.946 2.256  0.49
H50 -4.822 2.524 0.647  0.25
H51 -3.197 1.202 -1.088  0.21
H52 -4.779 0.462 -1.283  0.35
H53 -3.475 -0.538 -1.161  0.38
H54 -2.205 1.871 0.956  0.22
H55 -2.019 0.206 1.581  0.11
H56 -2.765 1.362 2.551  0.40
H57 -3.214 -1.869 2.180  0.27
C28 0.042 -5.660 1.272  -1.86
C29 0.802 -5.101 2.493  2.35
C30 2.043 -5.937 2.702  -2.20
C31 1.290 -3.678 2.184  -0.39
C32 0.153 -2.547 2.308  -0.03
C33 -0.548 -2.684 3.642  -1.77
C34 -1.069 -4.142 3.993  1.81
C35 -1.436 -4.156 5.462  -2.11
C36 -2.328 -4.622 3.208  -1.51
N4 0.084 -5.052 3.811  0.22
O4 -0.189 -6.351 4.309  -0.47
H58 0.783 -6.021 0.558  0.45
H59 -0.619 -6.477 1.559  0.39
H60 -0.517 -4.915 0.706  0.27
H61 1.893 -7.009 2.834  0.45
H62 2.676 -5.868 1.817  0.39
H63 2.627 -5.570 3.546  0.45
H64 2.065 -3.362 2.882  0.55
H65 1.684 -3.631 1.168  -0.73
H66 0.517 -1.543 2.091  0.17
H67 -0.564 -2.657 1.495  0.00
H68 -1.448 -2.069 3.666  0.40
H69 0.079 -2.215 4.400  0.38
H70 -1.861 -5.086 5.840  0.41
H71 -2.060 -3.359 5.866  0.39
H72 -0.560 -4.051 6.101  0.49
H73 -3.265 -4.329 3.681  0.43
H74 -2.528 -5.689 3.111  0.29
H75 -2.343 -4.154 2.223  0.33
H76 0.525 -6.407 4.949  0.36
C37 2.763 3.625 2.173  -0.62
O5 1.684 3.804 1.281  -0.37
H77 2.412 3.803 3.190  0.29
H78 3.093 2.586 2.148  0.14
H79 3.617 4.249 1.909  0.29
H80 1.532 4.747 1.182  0.24
C38 0.772 0.752 -0.541  -0.38
O6 1.678 1.818 -0.764  0.64
H81 -0.249 0.994 -0.839  0.07
H82 1.087 -0.059 -1.198  0.21
H83 0.751 0.460 0.509  0.14
H84 1.621 2.581 -0.184  -0.19

2.
Below is a structure of composition C25H35MgN2S2, with properties calculated with ωB97M-V/def2-TZVPD.

Output
- ΔE to the lowest compared entry with this formula, charge and spin: 0.0 kJ/mol
- Total charge: -1
- HOMO energy: -3.412 eV
- LUMO: 0.102 Ha
- 2S+1: 1

Each line ends with the Mulliken charge.
Positions of all 65 atoms, in Å:
Mg1 0.013 -0.128 0.736  0.67
C1 2.487 3.780 -1.857  -1.65
C2 2.332 2.391 -1.239  0.68
C3 3.514 2.061 -0.324  -1.42
C4 2.168 1.313 -2.293  0.94
C5 3.129 1.157 -3.285  -0.14
C6 3.020 0.156 -4.235  -1.64
C7 1.951 -0.721 -4.185  -0.29
C8 0.969 -0.610 -3.205  0.80
C9 -0.149 -1.634 -3.149  0.82
C10 0.419 -3.046 -2.986  -1.57
C11 -1.057 -1.542 -4.376  -1.57
C12 1.073 0.437 -2.278  -1.19
N1 0.074 0.600 -1.282  0.84
C13 -1.072 1.094 -1.620  -0.33
C14 -2.118 1.203 -0.671  0.45
C15 -3.416 1.708 -0.784  -1.79
C16 -4.004 1.527 0.467  -0.36
C17 -3.036 0.912 1.286  -0.55
N2 -1.900 0.725 0.599  0.21
C18 -3.153 0.535 2.745  2.63
C19 -2.432 1.593 3.593  -1.47
C20 -4.627 0.483 3.154  -2.15
C21 -2.516 -0.832 3.012  -1.58
H1 2.540 4.537 -1.071  0.45
H2 1.644 4.021 -2.508  0.37
H3 3.401 3.856 -2.449  0.29
H4 1.429 2.400 -0.627  0.04
H5 4.446 2.032 -0.894  0.33
H6 3.371 1.097 0.165  0.26
H7 3.612 2.814 0.461  0.42
H8 3.980 1.828 -3.310  0.34
H9 3.775 0.051 -5.005  0.35
H10 1.880 -1.519 -4.915  0.33
H11 -0.760 -1.429 -2.269  0.21
H12 1.027 -3.326 -3.850  0.35
H13 -0.393 -3.771 -2.894  0.41
H14 1.034 -3.114 -2.089  0.30
H15 -0.507 -1.758 -5.294  0.30
H16 -1.490 -0.544 -4.474  0.32
H17 -1.874 -2.263 -4.298  0.45
H18 -1.247 1.428 -2.647  0.45
H19 -3.858 2.145 -1.667  0.45
H20 -5.008 1.793 0.755  0.42
H21 -2.865 2.583 3.427  0.38
H22 -1.370 1.626 3.343  0.20
H23 -2.522 1.350 4.655  0.40
H24 -5.110 1.454 3.022  0.39
H25 -4.713 0.209 4.208  0.44
H26 -5.174 -0.254 2.563  0.41
H27 -1.434 -0.819 2.870  0.15
H28 -2.933 -1.601 2.358  0.34
H29 -2.694 -1.123 4.051  0.44
C22 2.203 -1.316 4.511  -1.75
C23 1.602 -1.233 3.118  0.55
S1 1.423 0.447 2.553  -0.60
C24 1.271 -2.344 2.440  0.58
C25 1.468 -3.722 3.026  -1.55
S2 0.565 -2.430 0.808  -0.59
H30 2.341 -0.316 4.914  0.39
H31 3.179 -1.811 4.504  0.34
H32 1.559 -1.868 5.202  0.34
H33 2.034 -3.714 3.958  0.40
H34 1.994 -4.357 2.310  0.31
H35 0.501 -4.198 3.215  0.25

3.
Below is a structure of composition C4H8MnO3 at a distorted geometry, with properties calculated with ωB97M-V/def2-TZVPD.

Output
- ΔE to the lowest compared entry with this formula, charge and spin: 397.3 kJ/mol
- Total charge: +2
- HOMO energy (alpha / beta): -18.183 / -18.208 eV
- LUMO (alpha / beta): -0.395 / -0.398 Ha
- 2S+1: 6

Each line ends with the Mulliken charge.
Positions of all 16 atoms, in Å:
C1 0.686 3.250 0.702  -1.12
C2 -0.529 2.359 0.721  -0.05
O1 -0.027 1.001 0.906  -0.35
H1 0.382 4.271 0.440  0.35
H2 1.195 3.257 1.673  0.34
H3 1.385 2.891 -0.064  0.29
H4 -1.102 2.414 -0.212  0.31
H5 -1.186 2.553 1.576  0.28
Mn1 1.330 -0.496 0.220  1.54
O2 -0.811 0.121 0.177  -0.11
O3 -0.323 -1.442 -0.784  -0.56
C3 -1.543 -1.860 -0.634  0.22
C4 -2.412 -0.865 -0.129  -0.15
H6 -2.931 -1.104 0.804  0.32
H7 -1.738 -2.931 -0.503  0.40
H8 -2.876 -0.244 -0.905  0.27

4.
Below is an isolated molecule of CH5NOSi at a distorted geometry, with properties calculated with ωB97M-V/def2-TZVPD.

Output
- ΔE to the lowest compared entry with this formula, charge and spin: 133.6 kJ/mol
- SMILES: NC(=O)[SiH3]
- Total charge: 0
- HOMO energy: -8.935 eV
- LUMO: 0.023 Ha
- 2S+1: 1

Each line ends with the Mulliken charge.
Positions of all 9 atoms, in Å:
N1 -1.455 -1.126 0.318  -0.36
C1 -1.079 0.090 0.038  0.31
O1 -2.034 1.091 -0.393  -0.63
Si1 0.733 0.965 -0.002  0.35
H1 -2.430 -1.360 0.337  0.24
H2 -0.725 -1.690 0.747  0.25
H3 0.971 0.526 1.422  -0.07
H4 1.861 0.258 -0.762  -0.07
H5 0.393 2.293 -0.505  -0.03

What is the formula in the first record?
C38H84N4O6